{
  "formula": "CH4NO3",
  "method": "ωB97M-V/def2-TZVPD",
  "energy_ha": -321.07544,
  "de_lowest_ev": 0.035,
  "e_lumo_ev": 4.3,
  "charge": -1,
  "gap_ev": 8.6,
  "homo_ev": -4.34,
  "species": ["O", "O", "O", "N", "C", "H", "H", "H", "H"],
  "coordinates": [[-0.0448, 1.3499, -0.4031], [0.8520, 0.6068, 2.0296], [-1.1609, 0.4602, -2.1562], [-0.1767, -0.9051, -0.6387], [-0.4906, 0.4118, -1.1134], [0.6927, -1.0056, -0.1427], [0.3086, 0.7789, 1.2182], [0.3555, -0.0607, 2.5186], [-0.3359, -1.6362, -1.3124]]
}



{
  "formula": "C40H31Br3IN2OPSSn",
  "method": "ωB97M-V/def2-TZVPD",
  "energy_ha": -10700.72723,
  "de_lowest_ev": 2.553,
  "e_lumo_ev": [-7.0, -8.1],
  "charge": 2,
  "gap_ev": [5.8, 4.5],
  "homo_ev": [-12.85, -12.64],
  "species": ["I", "Sn", "Br", "Br", "Br", "S", "P", "O", "N", "N", "C", "C", "C", "C", "C", "C", "C", "C", "C", "C", "C", "C", "C", "C", "C", "C", "C", "C", "C", "C", "C", "C", "C", "C", "C", "C", "C", "C", "C", "C", "C", "C", "C", "C", "C", "C", "C", "C", "C", "C", "H", "H", "H", "H", "H", "H", "H", "H", "H", "H", "H", "H", "H", "H", "H", "H", "H", "H", "H", "H", "H", "H", "H", "H", "H", "H", "H", "H", "H", "H", "H"],
  "coordinates": [[-2.9171, -2.1444, -0.5221], [0.3578, -0.6338, -0.5386], [-6.2078, -2.0340, -1.7303], [5.8431, -2.8113, -4.8721], [2.2527, -5.3626, -1.4456], [-0.8091, 0.5764, -2.9338], [1.0778, 0.7894, 1.5963], [1.6531, -2.4465, -0.7044], [2.4899, -0.1686, -1.7809], [0.1095, -2.0670, 1.6780], [-0.5597, 1.5698, 1.6244], [-2.4877, 4.2080, -3.0206], [-3.8419, 3.8981, -2.9033], [-6.4341, -4.6933, -0.8355], [-1.9562, 1.8545, -2.8792], [0.8433, -1.8342, 5.3309], [-1.5418, 1.1595, 2.5250], [-5.5665, -3.6130, -0.9233], [-6.0138, -5.8793, -0.2544], [-3.3267, 1.5552, -2.7622], [0.4013, -2.3204, 4.1095], [2.9605, 0.9913, -2.2347], [2.0558, 3.3462, 2.1980], [4.0426, -1.3736, -3.1819], [3.0306, -1.3172, -2.2263], [-3.8528, -4.9219, 0.1591], [2.3489, 2.0433, 1.8057], [4.5003, -2.6694, -3.6066], [-4.2773, -3.7354, -0.4219], [-4.7246, -5.9961, 0.2420], [-3.1425, 2.5874, 1.4379], [-0.8851, 2.4877, 0.6182], [-1.5465, 3.1977, -2.9952], [2.9744, -3.7983, -2.1325], [4.6993, 2.5697, 1.7630], [3.0894, 4.2596, 2.3645], [4.4043, 3.8733, 2.1486], [2.3613, 2.2527, -1.7053], [-2.8306, 1.6694, 2.4275], [1.1154, -0.2798, 3.0477], [0.5509, -1.5537, 2.9649], [4.0075, 1.0196, -3.1727], [1.5641, 0.1983, 4.2772], [3.6735, 1.6556, 1.5864], [2.4977, -2.5383, -1.6339], [1.4356, -0.5818, 5.4152], [4.5373, -0.1461, -3.6559], [3.9608, -3.8446, -3.0945], [-2.1693, 2.9999, 0.5344], [-4.2578, 2.5759, -2.7688], [-2.1761, 5.2381, -3.1368], [2.6172, 3.1041, -2.3322], [3.8995, 0.6372, 1.2863], [0.7295, -2.4408, 6.2202], [-5.3123, 2.3467, -2.6863], [2.0056, 1.1857, 4.3421], [4.3804, 1.9752, -3.5149], [-0.8603, -2.3790, 1.7177], [-4.1467, 2.9858, 1.3681], [-2.4136, 3.7156, -0.2394], [1.7848, -0.2088, 6.3687], [5.3306, -0.1285, -4.3914], [-0.0486, -3.3042, 4.0460], [-6.6998, -6.7134, -0.1918], [-0.4927, 3.4234, -3.0984], [-4.3931, -6.9216, 0.6938], [-3.6348, 0.5204, -2.6747], [2.7349, 2.4474, -0.6954], [-4.5775, 4.6918, -2.9264], [-7.4379, -4.5976, -1.2260], [4.3213, -4.8005, -3.4472], [1.2766, 2.1545, -1.6640], [-0.1304, 2.8124, -0.0921], [-1.3033, 0.4521, 3.3095], [5.7270, 2.2698, 1.6050], [0.6609, -2.8891, 1.4381], [5.2050, 4.5886, 2.2858], [-3.5886, 1.3502, 3.1306], [-2.8442, -5.0104, 0.5401], [2.8657, 5.2729, 2.6710], [1.0313, 3.6482, 2.3762]]
}



{
  "formula": "C3H5NO2",
  "method": "ωB97M-V/def2-TZVPD",
  "energy_ha": -322.46932,
  "smiles": "N#C[C@H](O)C=O.[H][H]",
  "de_lowest_ev": 2.857,
  "e_lumo_ev": 0.0,
  "gap_ev": 10.7,
  "homo_ev": -10.76,
  "species": ["O", "O", "N", "C", "C", "C", "H", "H", "H", "H", "H"],
  "coordinates": [[1.8005, 0.9947, 0.0717], [-1.0246, 1.8019, -0.1462], [-2.0951, -1.3415, -0.7714], [-0.5230, 0.5282, 0.1842], [0.8854, 0.3848, -0.4185], [-1.4372, -0.4898, -0.3505], [0.7315, -2.4016, 0.3399], [-0.4035, 2.4493, 0.2180], [0.9990, -0.2319, -1.3288], [1.4294, -2.2209, 0.5261], [-0.4389, 0.3854, 1.2712]]
}



{
  "formula": "C46H45AsCrN8O7S2",
  "method": "ωB97M-V/def2-TZVPD",
  "energy_ha": -6821.43804,
  "spin_multiplicity": 2,
  "e_lumo_ev": [2.2, 2.4],
  "charge": -1,
  "gap_ev": [7.2, 7.4],
  "homo_ev": [-4.93, -4.94],
  "species": ["As", "Cr", "S", "S", "O", "O", "O", "O", "O", "O", "O", "N", "N", "N", "N", "N", "N", "N", "N", "C", "C", "C", "C", "C", "C", "C", "C", "C", "C", "C", "C", "C", "C", "C", "C", "C", "C", "C", "C", "C", "C", "C", "C", "C", "C", "C", "C", "C", "C", "C", "C", "C", "C", "C", "C", "C", "C", "C", "C", "C", "C", "C", "C", "C", "C", "H", "H", "H", "H", "H", "H", "H", "H", "H", "H", "H", "H", "H", "H", "H", "H", "H", "H", "H", "H", "H", "H", "H", "H", "H", "H", "H", "H", "H", "H", "H", "H", "H", "H", "H", "H", "H", "H", "H", "H", "H", "H", "H", "H", "H"],
  "coordinates": [[-1.1641, -0.7046, -1.3383], [0.6418, 1.2748, 0.3889], [1.2030, -0.0732, 3.6003], [1.5079, 1.6766, -2.7958], [2.9098, 1.9211, -2.5519], [-0.7149, 3.8573, -0.8394], [1.8176, -1.8363, -1.3444], [0.4089, 0.2718, 4.7483], [2.6814, 2.1311, 0.5426], [1.0494, -1.3790, 3.0225], [1.1680, 0.4410, -3.4297], [0.1625, 2.9177, 1.6391], [0.5719, 2.0600, -1.4725], [6.8233, -0.1357, 5.5437], [-0.8722, 0.0874, 0.3225], [4.4534, 0.8031, 0.0607], [1.3500, 2.9048, 3.7220], [2.2132, 0.0971, -0.2168], [0.9760, 0.9846, 2.3890], [-1.7094, -0.2242, 1.4023], [4.0514, -1.3304, -0.8512], [-3.0819, -1.8107, 2.6385], [-0.2834, -3.5807, -0.5917], [-0.8740, -4.4713, -3.1506], [1.0825, 3.2324, -5.1837], [5.3395, 1.9071, 0.3788], [0.1308, 3.8055, -3.0464], [-6.0376, -0.1713, -1.5874], [-0.0498, 4.2191, 1.7656], [0.8417, 2.2995, 2.6471], [0.9155, 2.9970, -3.8365], [-0.0379, 3.2728, -1.6713], [3.8305, -0.8206, 3.5013], [0.1217, -6.7387, -2.6955], [0.4387, 4.3360, -5.7315], [5.5159, -0.0805, 5.0571], [-5.1217, 0.8643, -1.6431], [-2.0397, 0.7294, 2.3769], [-3.2415, -0.6560, -1.2775], [-3.7562, 0.6430, -1.4993], [5.1306, -0.8696, 3.9729], [-5.5420, -1.4373, -1.3419], [0.0063, -4.8857, -0.9886], [0.1586, -3.1761, 0.7875], [1.1148, 4.2061, 3.8210], [-1.1762, -3.1667, -2.7909], [-3.8655, -3.1566, -0.9265], [-2.8676, 1.8465, -1.6307], [-2.8212, 0.4044, 3.4705], [2.9113, 0.0279, 4.0968], [-0.4811, 4.9300, -3.5775], [2.6112, -1.0713, -0.8418], [-0.2718, -5.3514, -2.2602], [0.3974, 4.9202, 2.8750], [4.5884, 0.7963, 5.6252], [3.2894, 0.8421, 5.1545], [-3.3324, -0.8730, 3.6292], [-2.3105, -1.4852, 1.5415], [-4.1810, -1.7006, -1.1865], [4.9034, -0.3902, -0.4307], [-7.5105, 0.0508, -1.8082], [-0.3203, 5.1853, -4.9302], [3.0985, 1.0262, 0.1242], [-1.7485, -2.2476, -3.8458], [-0.9110, -2.7084, -1.4861], [0.7645, -6.6894, -3.5769], [-0.7516, -7.3409, -2.9567], [-4.0318, -3.7440, -1.8336], [-0.8047, 6.0443, -5.3779], [-2.1261, -2.2184, 0.7749], [4.8972, 1.4246, 6.4536], [5.8562, -1.5373, 3.5216], [6.9330, 0.1814, 6.4919], [1.6891, 2.5721, -5.7900], [-4.5339, -3.5389, -0.1523], [4.3912, -2.2764, -1.2429], [-7.8537, -0.5175, -2.6754], [-7.7275, 1.1044, -1.9835], [-6.2369, -2.2702, -1.2679], [0.4960, -5.5450, -0.2772], [-8.0902, -0.2843, -0.9457], [-2.6539, -1.7518, -3.4919], [-2.2558, 1.9951, -0.7455], [5.0623, 2.3285, 1.3435], [7.3114, -0.9950, 5.3574], [5.2530, 2.6887, -0.3780], [5.9789, -0.5103, -0.4403], [-2.8430, -3.3197, -0.6208], [1.5419, 4.6893, 4.6949], [-1.7013, 1.7461, 2.2561], [3.5037, -1.4545, 2.6859], [0.5153, 4.5274, -6.7940], [-3.9221, -1.1337, 4.4989], [-5.4698, 1.8775, -1.8192], [0.2913, -2.1040, 0.8814], [-3.4546, 2.7517, -1.7866], [-0.5984, 4.6920, 0.9639], [-0.5479, -3.4995, 1.5547], [6.3621, 1.5379, 0.4169], [2.5429, 1.4876, 5.5907], [0.2073, 5.9775, 2.9814], [-1.0791, 5.5635, -2.9353], [0.6683, -7.2525, -1.9045], [-2.1884, 1.7264, -2.4781], [-1.9779, -2.8019, -4.7555], [1.1154, -3.6470, 1.0218], [-1.0893, -4.8022, -4.1630], [-3.0346, 1.1641, 4.2128], [-3.4868, -2.8136, 2.7188], [-1.0138, -1.4697, -4.0738]]
}



{
  "formula": "C23H26F5IrNOSSi",
  "method": "ωB97M-V/def2-TZVPD",
  "energy_ha": -2313.39812,
  "de_lowest_ev": 0.400,
  "e_lumo_ev": [2.5, 2.5],
  "charge": -1,
  "gap_ev": [6.4, 6.3],
  "homo_ev": [-3.90, -3.89],
  "species": ["Ir", "S", "Si", "F", "F", "F", "F", "F", "O", "N", "C", "C", "C", "C", "C", "C", "C", "C", "C", "C", "C", "C", "C", "C", "C", "C", "C", "C", "C", "C", "C", "C", "C", "H", "H", "H", "H", "H", "H", "H", "H", "H", "H", "H", "H", "H", "H", "H", "H", "H", "H", "H", "H", "H", "H", "H", "H", "H", "H"],
  "coordinates": [[0.2006, -0.2985, 0.5842], [2.0602, -1.1283, 4.5520], [-1.2885, 2.6406, 1.0384], [1.1013, -2.3219, -1.8118], [1.7511, -1.5209, -6.4151], [1.8931, -3.1722, -4.2343], [-0.0119, 1.8977, -3.6931], [0.7993, 1.0137, -6.0937], [0.0643, 0.2530, -1.5025], [2.2960, -0.2301, 0.6518], [4.2242, -0.4381, 2.0783], [2.8384, -0.4781, 1.8841], [0.4687, -0.1774, -2.6369], [0.8621, 0.1926, -5.0301], [1.3516, -1.0915, -5.1994], [1.8372, -0.7676, 2.8774], [-1.6733, 3.1446, -0.7310], [3.0991, 0.0372, -0.3820], [0.9928, -1.4804, -2.8577], [-2.1316, -2.1074, -0.6568], [-2.7709, 1.7220, 1.7623], [-3.1132, -0.9453, -0.6795], [-1.1159, 4.2227, 2.0631], [0.2889, 1.6746, 1.1732], [0.4434, 0.6388, -3.7936], [0.5020, -0.7249, 2.4706], [1.4141, -1.9245, -4.0952], [-2.8963, -3.4264, -0.5358], [-0.3471, -0.9598, 3.6146], [5.0392, -0.1585, 1.0034], [4.4710, 0.0775, -0.2541], [0.3503, -1.1922, 4.7612], [-1.0837, -1.9750, 0.4569], [1.0318, 2.1236, 0.4940], [-2.5835, 0.0011, -0.7990], [-1.6070, -2.1196, -1.6137], [-3.6198, -3.5604, -1.3441], [-2.2144, -4.2774, -0.5508], [-2.4633, 3.8957, -0.7629], [-3.5438, 2.4337, 2.0571], [-3.6772, -0.9051, 0.2569], [-1.9842, 2.2866, -1.3226], [-1.5817, -2.1759, 1.4135], [-3.8328, -1.0412, -1.4989], [-2.4786, 1.1597, 2.6494], [-0.7892, 3.5547, -1.2189], [0.6942, 1.7885, 2.1874], [-1.9870, 4.8679, 1.9451], [-0.2326, 4.7910, 1.7720], [5.0790, 0.2942, -1.1197], [-0.0606, -1.4036, 5.7344], [-3.2044, 1.0219, 1.0539], [4.6371, -0.6239, 3.0595], [-3.4432, -3.4586, 0.4098], [2.5957, 0.2170, -1.3207], [-1.4253, -0.9644, 3.5621], [6.1126, -0.1225, 1.1386], [-1.0193, 3.9797, 3.1215], [-0.3197, -2.7584, 0.3269]]
}



{
  "formula": "C5H9O2P",
  "method": "ωB97M-V/def2-TZVPD",
  "energy_ha": -687.63373,
  "de_lowest_ev": 3.421,
  "e_lumo_ev": 0.8,
  "gap_ev": 10.0,
  "homo_ev": -9.21,
  "species": ["P", "O", "O", "C", "C", "C", "C", "C", "H", "H", "H", "H", "H", "H", "H", "H", "H"],
  "coordinates": [[1.2413, -0.0596, -0.0030], [-2.0883, 0.0937, 0.2048], [2.3534, -0.9446, -0.3914], [0.0168, -1.0532, 0.9915], [1.6281, 1.4311, 0.9173], [-1.3633, -1.0487, 0.5025], [-1.6218, -0.5313, -0.8984], [0.2501, 0.4165, -1.4761], [-1.8963, -1.9173, 0.8553], [2.4910, 1.3947, 1.6594], [0.6217, 1.7772, 1.3922], [-2.1339, -1.0017, -1.7017], [0.5035, -2.0439, 0.8439], [0.0121, 1.4461, -1.4685], [0.3993, -0.1364, -2.3173], [1.9879, 2.3713, 0.2730], [-0.0439, -0.7739, 2.1161]]
}